Entry 1:
15
Properties=species:S:1:pos:R:3 method="wB97M-V/def2-TZVPD" gap_ev=9.2 relative_energy_ev=3.301 homo_energy_ev=-8.6 fmax_ha_per_bohr=0.023 e_lumo_ha=0.023 energy_ha=-304.714171
C 0.63 1.07 0.88
C 0.55 -0.81 -1.14
C -0.55 -1.49 -0.31
C -0.23 -2.10 0.98
N -0.05 -2.58 2.01
C -0.27 1.29 -0.35
N 0.18 0.42 -1.45
H 0.24 1.71 1.68
H 0.69 0.06 1.29
H 1.67 1.36 0.65
H -0.67 -2.30 -1.03
H -1.53 -0.99 -0.23
H -0.12 2.32 -0.68
H -1.33 1.15 -0.14
H 0.77 0.88 -2.14


Entry 2:
15
Properties=species:S:1:pos:R:3 method="wB97M-V/def2-TZVPD" gap_ev=9.5 relative_energy_ev=2.820 homo_energy_ev=-8.5 fmax_ha_per_bohr=0.011 e_lumo_ha=0.035 energy_ha=-304.731879 smiles="C[C@H]1CN1C=C=N"
C -1.97 -0.93 0.31
C -0.74 -0.19 -0.14
C -0.54 1.25 0.12
N 0.16 0.24 0.92
C 1.57 0.12 0.75
C 2.15 -0.23 -0.37
N 2.67 -0.59 -1.44
H -2.34 -0.49 1.24
H -1.74 -1.98 0.50
H -2.76 -0.88 -0.45
H -0.27 -0.57 -1.06
H 0.06 1.82 -0.60
H -1.30 1.83 0.64
H 2.18 0.38 1.60
H 2.87 0.24 -2.01


Entry 3:
15
Properties=species:S:1:pos:R:3 method="wB97M-V/def2-TZVPD" gap_ev=9.3 relative_energy_ev=0.648 homo_energy_ev=-8.4 fmax_ha_per_bohr=0.025 e_lumo_ha=0.033 energy_ha=-304.811672 smiles=CCc1cnc[nH]1
C -0.13 2.38 0.33
C 0.63 1.24 1.03
C 0.32 -0.11 0.44
C 1.06 -0.99 -0.31
N 0.25 -1.72 -1.16
C -0.97 -1.42 -0.80
N -1.00 -0.47 0.16
H -0.69 2.93 1.10
H 0.45 3.12 -0.20
H -0.94 1.98 -0.28
H 0.41 1.24 2.10
H 1.70 1.36 0.91
H 2.07 -1.31 -0.11
H -1.83 -2.00 -1.08
H -1.79 -0.09 0.66


Entry 4:
15
Properties=species:S:1:pos:R:3 method="wB97M-V/def2-TZVPD" gap_ev=11.3 relative_energy_ev=1.273 homo_energy_ev=-10.3 fmax_ha_per_bohr=0.018 e_lumo_ha=0.034 energy_ha=-304.788721 smiles=N#C[C@H](N)C1CC1
N 0.48 0.93 2.41
C 0.81 0.36 1.47
C 1.04 -0.40 0.21
N 2.06 0.15 -0.67
C -0.29 -0.51 -0.52
C -1.08 0.73 -0.83
C -1.59 -0.25 0.19
H 1.37 -1.40 0.50
H 2.96 0.20 -0.21
H 1.81 1.10 -0.95
H -0.28 -1.29 -1.28
H -0.71 1.68 -0.47
H -1.58 0.78 -1.80
H -2.44 -0.88 -0.05
H -1.55 0.08 1.24


Entry 5:
15
Properties=species:S:1:pos:R:3 method="wB97M-V/def2-TZVPD" gap_ev=10.2 relative_energy_ev=1.702 homo_energy_ev=-9.2 fmax_ha_per_bohr=0.006 e_lumo_ha=0.036 energy_ha=-304.772930
H -2.10 -2.30 1.14
N -1.23 -1.79 1.01
C -1.44 -0.53 1.05
N -2.64 0.10 1.33
C -0.31 0.43 0.88
C 0.79 0.19 0.20
C 1.90 0.04 -0.45
C 2.15 0.51 -1.87
H -2.79 0.99 0.88
H -3.46 -0.50 1.30
H -0.41 1.38 1.41
H 2.72 -0.47 0.06
H 1.95 -0.29 -2.59
H 1.51 1.36 -2.11
H 3.19 0.82 -1.99


Entry 6:
15
Properties=species:S:1:pos:R:3 method="wB97M-V/def2-TZVPD" gap_ev=7.4 relative_energy_ev=4.421 homo_energy_ev=-7.1 fmax_ha_per_bohr=0.008 e_lumo_ha=0.010 energy_ha=-304.673039
C -1.24 0.30 0.87
C -1.07 -0.45 -1.46
N -0.23 0.00 -0.19
C 0.82 -0.85 0.35
C 1.95 -0.13 0.39
N 1.74 1.17 -0.15
C 0.52 1.20 -0.49
H -1.91 1.05 0.46
H -1.81 -0.62 1.04
H -0.74 0.63 1.78
H -0.31 -0.59 -2.24
H -1.38 -1.47 -1.15
H 0.60 -1.87 0.63
H 2.93 -0.41 0.76
H -0.01 2.00 -1.00


Entry 7:
15
Properties=species:S:1:pos:R:3 method="wB97M-V/def2-TZVPD" gap_ev="6.8 / 7.6" relative_energy_ev=3.888 homo_energy_ev="-6.5 / -7.3" fmax_ha_per_bohr=0.011 e_lumo_ha="0.011 / 0.011" energy_ha=-304.692617
C 0.69 0.53 1.75
N 0.16 0.40 0.41
C -0.09 1.40 -0.47
C -0.50 0.86 -1.68
C -0.46 -0.53 -1.55
C -0.08 -0.86 -0.19
N 0.32 -2.00 0.51
H 0.39 -0.35 2.32
H 1.79 0.57 1.72
H 0.29 1.43 2.22
H 0.01 2.43 -0.17
H -0.80 1.43 -2.56
H -0.79 -1.28 -2.26
H -1.14 -1.23 0.08
H 0.20 -2.80 -0.12


Entry 8:
15
Properties=species:S:1:pos:R:3 method="wB97M-V/def2-TZVPD" gap_ev=8.5 relative_energy_ev=2.656 homo_energy_ev=-7.8 fmax_ha_per_bohr=0.083 e_lumo_ha=0.026 energy_ha=-304.737874 smiles="C=C1CNN=C1C"
C -0.78 1.62 -0.19
C 0.01 0.60 0.00
C 1.51 0.61 0.12
N 1.89 -0.71 -0.26
N 0.83 -1.57 -0.13
C -0.22 -0.78 -0.15
C -1.62 -1.30 0.07
H -0.45 2.65 -0.13
H -1.78 1.59 -0.57
H 2.22 1.38 -0.33
H 1.65 0.77 1.28
H 2.76 -0.97 0.02
H -2.05 -0.80 1.01
H -2.35 -0.78 -0.71
H -1.63 -2.33 -0.02


Entry 9:
15
Properties=species:S:1:pos:R:3 method="wB97M-V/def2-TZVPD" gap_ev=10.4 relative_energy_ev=1.229 homo_energy_ev=-9.8 fmax_ha_per_bohr=0.022 e_lumo_ha=0.024 energy_ha=-304.790316 smiles="C=C(C)CNC#N"
C 1.18 1.20 -0.46
C 0.02 0.70 -0.05
C -1.29 0.99 -0.73
C -0.03 -0.26 1.12
N -0.11 -1.67 0.72
C 0.95 -2.17 0.05
N 1.89 -2.60 -0.47
H 2.11 0.97 0.05
H 1.25 1.85 -1.33
H -1.93 1.61 -0.10
H -1.15 1.51 -1.69
H -1.85 0.07 -0.94
H -0.91 -0.07 1.75
H 0.86 -0.15 1.74
H -1.00 -1.98 0.34


Entry 10:
15
Properties=species:S:1:pos:R:3 method="wB97M-V/def2-TZVPD" gap_ev=10.5 relative_energy_ev=5.650 homo_energy_ev=-9.6 fmax_ha_per_bohr=0.109 e_lumo_ha=0.035 energy_ha=-304.627871 smiles="C[C@H]1N=CN2C[C@H]12"
C 1.58 -1.08 0.64
C 0.24 -0.91 -0.08
N -0.83 -0.76 0.93
C -1.14 0.51 1.07
N -0.31 1.44 0.19
C -1.01 1.04 -1.18
C 0.22 0.46 -0.71
H 1.57 -0.14 1.44
H 2.42 -0.85 -0.19
H 1.81 -2.11 0.99
H -0.11 -1.80 -0.54
H -2.11 0.61 1.79
H -1.09 1.73 -2.22
H -2.22 0.61 -0.80
H 0.98 1.26 -1.33